Density functional theory data (ωB97M-V with the def2-TZVPD basis set) for a molecular structure, C30H24AsN3OOsS at a distorted geometry.

XYZ file:
```
61
C30H24AsN3OOsS, DFT ωB97M-V with the def2-TZVPD basis set
Os 11.912 13.248 7.416
O 10.103 15.988 5.165
C 10.329 14.943 5.730
N 11.581 14.671 6.102
C 12.581 15.698 5.821
C 13.781 15.496 6.657
C 14.882 16.299 6.515
C 16.066 16.055 7.238
C 16.052 14.932 8.064
C 14.951 14.129 8.197
N 13.792 14.436 7.507
C 9.371 13.968 6.234
C 8.065 14.067 5.696
C 7.175 13.051 6.120
C 7.667 12.047 6.957
C 8.936 12.103 7.499
N 9.817 13.040 7.056
H 12.158 16.705 6.036
H 12.921 15.719 4.795
H 14.864 17.153 5.870
H 16.938 16.713 7.212
H 16.910 14.639 8.685
H 14.972 13.286 8.854
H 7.900 14.889 5.024
H 6.225 12.922 5.546
H 7.069 11.165 7.198
H 9.254 11.284 8.193
S 13.142 11.875 5.612
C 14.069 10.747 6.678
C 15.201 10.130 6.013
C 16.062 9.325 6.735
C 15.790 8.988 8.043
C 14.648 9.505 8.716
C 13.793 10.413 8.029
As 12.467 11.431 9.151
C 13.363 12.204 10.690
C 13.193 13.579 10.919
C 13.884 14.209 11.957
C 14.581 13.464 12.870
C 14.704 12.071 12.690
C 14.074 11.450 11.584
C 11.227 10.063 9.704
C 11.121 9.055 8.810
C 10.269 7.995 9.040
C 9.579 8.030 10.265
C 9.684 9.158 11.145
C 10.572 10.133 10.881
H 15.353 10.285 4.936
H 16.961 9.002 6.179
H 16.528 8.388 8.546
H 14.338 9.122 9.694
H 12.712 14.188 10.242
H 13.827 15.282 12.158
H 15.115 14.005 13.658
H 15.315 11.548 13.370
H 14.139 10.384 11.436
H 11.689 9.070 7.860
H 10.206 7.192 8.357
H 8.825 7.313 10.554
H 9.182 9.196 12.158
H 10.624 10.984 11.552
```

* E_LUMO (alpha / beta): -5.8 / -9.0 eV
* total charge: +2
* F_max: 3.4 eV/A
* expectation value of S²: 6.041
* spin multiplicity: 5
* HOMO-LUMO gap (alpha / beta): 8.3496 / 5.4940 eV